Density functional theory data (the ωB97M-V functional and the def2-TZVPD basis) for a structure of composition C20H26CoN3O6P.

The highest occupied orbital energy (spin up / spin down) comes out at -7.5 / -7.5 eV. Its total energy is -3117.220103 Eh. As for the expectation value of S²: 3.77. The LUMO energy (spin up / spin down) comes out at -0.0505 / -0.0505 hartree. The spin multiplicity is 4. Its HOMO-LUMO gap (spin up / spin down) is 6.1334 / 6.1358 eV.

```
57
Properties=species:S:1:pos:R:3:mulliken_spin:R:1
C -2.1375 0.4816 -4.6648 0.01
C -1.9424 -0.5040 -3.6974 0.00
C -1.2230 -0.2182 -2.5200 -0.34
C -0.8018 1.0975 -2.3105 0.27
C -0.9341 2.0691 -3.3011 -0.02
C -1.6162 1.7654 -4.4882 0.00
C -0.9425 -1.3234 -1.5588 0.10
C -0.2312 -2.5240 -2.2348 0.00
N 1.1407 -2.3381 -2.6133 0.00
Co -0.3711 1.9338 -0.4785 2.94
C -0.3509 3.4292 -3.0622 0.01
P 0.7529 3.3393 -1.5781 0.18
H -2.3569 -1.5045 -3.8490 0.00
H -1.7355 2.5414 -5.2457 0.00
H -2.7039 0.2509 -5.5648 0.00
H -1.1122 4.1935 -2.8346 0.00
H 0.2501 3.7897 -3.9087 0.00
H -0.3840 -0.9872 -0.6741 -0.01
H -1.8982 -1.7247 -1.1839 0.01
H -0.2403 -3.3598 -1.5145 0.00
C 1.0663 5.0559 -1.1440 0.01
C 2.2822 2.6434 -2.2485 -0.01
H -0.7772 -2.8236 -3.1425 0.00
C 1.5070 -1.9417 -3.9359 0.00
C 2.1684 -2.3532 -1.6068 0.00
H -0.0788 1.8435 2.0398 -0.33
H 2.3039 -2.6064 -4.3095 0.00
H 0.6307 -1.9897 -4.5953 0.00
H 1.9100 -0.9112 -3.9453 0.00
H 2.6003 -3.3670 -1.5081 0.00
H 2.9829 -1.6685 -1.8905 0.00
H 1.7659 -2.0598 -0.6243 0.00
H 2.7094 3.3464 -2.9732 0.00
H 2.9744 2.4788 -1.4166 0.00
H 2.0842 1.6848 -2.7399 0.00
H 0.9734 5.6960 -2.0317 0.01
H 0.3372 5.3642 -0.3864 0.00
H 2.0779 5.1271 -0.7263 0.00
H -0.0451 2.0597 0.9959 0.20
O -0.2017 1.3734 2.9535 -0.03
C -0.0851 0.0637 2.7453 -0.01
O 0.2346 -0.4798 1.6876 0.02
C -0.3911 -0.7227 4.0131 0.01
C -0.0350 -2.0757 4.0723 0.00
C -0.2219 -2.8020 5.2691 0.00
C -0.8196 -2.1991 6.3844 0.00
C -1.2158 -0.8545 6.3052 0.00
C -0.9868 -0.1077 5.1289 0.00
N -1.8844 -0.2383 7.4219 0.00
O -2.0510 -0.9128 8.4604 0.00
O -2.2742 0.9428 7.3041 0.00
N 0.2502 -4.1553 5.3577 0.00
O 0.7967 -4.6632 4.3568 0.00
O 0.1026 -4.7693 6.4356 0.00
H 0.3990 -2.5577 3.2032 0.00
H -0.9738 -2.7665 7.2968 0.00
H -1.2777 0.9386 5.0763 0.00
```

***

Density functional theory data (the ωB97M-V functional and the def2-TZVPD basis) for a structure of composition C2H8FN3O12V.

The highest occupied orbital energy (spin up / spin down) comes out at -2.4 / -2.4 eV. Its total energy is -2191.703981 Eh. As for the expectation value of S²: 0.78. The LUMO energy (spin up / spin down) comes out at 0.1693 / 0.1692 hartree. The spin multiplicity is 2. Its HOMO-LUMO gap (spin up / spin down) is 7.0343 / 7.0310 eV. The charge is -2. The energy above the lowest of the compared OMol25 structures with the same formula, charge and spin is 219.5 kJ/mol.

```
27
Properties=species:S:1:pos:R:3:mulliken_spin:R:1
O 0.7634 0.9465 0.0934 -0.24
V -0.0740 -0.1260 -0.7833 1.23
N 2.6579 -1.6438 -2.1780 0.00
O 3.8379 -1.5869 -2.2712 0.00
O 2.1145 -2.7112 -2.3767 0.00
O 1.9776 -0.7511 -1.7082 0.00
N -0.7957 1.0880 -3.6156 0.00
O -1.8726 0.4921 -3.5136 0.00
O -0.1482 1.2730 -2.5962 0.00
O -0.3594 1.3433 -4.7134 0.00
N -3.2467 0.6092 -0.0900 0.00
O -3.8573 -0.0666 -0.9103 0.01
O -2.0408 0.3823 -0.1077 0.00
O -3.7509 1.5613 0.5260 0.00
F -0.7941 -1.8358 -2.0325 0.00
C 1.3276 -1.5667 1.6511 0.00
O 0.1378 -1.5037 0.9165 0.00
H 2.0612 -2.1087 1.0542 0.00
H 1.6693 -0.5790 1.9608 0.00
H 1.0313 -2.2074 2.4817 0.00
H -0.3284 -2.3047 1.1666 0.00
C 0.1891 2.1812 2.7235 0.00
O -0.8906 1.3213 2.4720 0.00
H 1.0802 1.5713 2.5746 0.00
H 0.2143 3.1557 2.2358 0.00
H 0.1544 2.3039 3.8060 0.00
H -1.0580 0.7622 3.2342 0.00
```

***

Density functional theory data (the ωB97M-V functional and the def2-TZVPD basis) for a cluster of 6 separate species, C32H70BrCl2FN2O15P2S in total.

The highest occupied orbital energy comes out at -7.9 eV. Its total energy is -7174.039132 Eh. The LUMO energy comes out at -0.0314 hartree. Its HOMO-LUMO gap is 7.0446 eV. As for the structure (SMILES): [H]/N=C/C[C@]1([PH2]=O)[C@](CN)(P(O)Cl)[C@](C=C)([C@@H](Cl)CC)[C@](F)(Br)OS1(=O)=O.COCCOC.COCCOC.COCCOC.COCCOC.COCCOC.

```
126
Properties=species:S:1:pos:R:3:mulliken_charge:R:1
C 0.9930 1.2063 0.2606 -1.67
C 0.0755 0.7782 -0.7473 -0.60
C -1.3619 1.4385 -1.0528 1.96
C -2.3108 0.1464 -1.2165 -0.68
Cl -1.5521 -1.4111 -0.5181 -0.10
C -3.7043 0.1128 -0.4923 -0.40
C -4.5908 -1.0450 -1.1920 -0.96
C -1.7883 2.3749 0.1350 0.46
F -0.8936 3.4357 0.4091 -0.29
Br -1.8593 1.4662 1.9172 -0.14
O -3.0460 3.0308 0.0117 -0.42
S -3.2277 3.9030 -1.3907 1.39
O -2.6513 5.2439 -1.1667 -0.59
O -4.7126 4.0990 -1.5500 -0.71
C -2.5175 3.0083 -2.8993 0.82
C -3.7816 2.1550 -3.3508 -0.80
C -3.6510 1.1049 -4.4836 -0.93
N -4.0954 -0.0945 -4.2415 -0.40
P -2.4203 4.3836 -4.1900 0.48
O -1.5805 5.6153 -3.8887 -0.66
C -1.1968 2.2504 -2.4663 -0.61
C -0.0455 3.3690 -2.3673 -0.74
N 0.6173 3.7019 -3.6408 -0.40
P -0.4869 1.0092 -3.7634 0.89
O 1.2236 0.9100 -3.5630 -0.44
Cl -0.6437 1.7224 -5.7405 -0.33
H 1.0787 0.5642 1.1836 0.30
H 1.6202 2.1419 0.2117 0.12
H 0.5215 -0.0159 -1.4182 0.58
H -2.5048 -0.1285 -2.2940 -0.09
H -4.3472 1.0256 -0.5192 0.26
H -3.6641 -0.2152 0.5887 0.49
H -5.5530 -0.6495 -1.6110 0.29
H -4.0440 -1.5811 -2.0089 0.26
H -4.8493 -1.8329 -0.4184 0.28
H -4.3789 1.6926 -2.5153 0.12
H -4.5233 2.9110 -3.7765 0.89
H -3.3006 1.2748 -5.5405 0.45
H -3.9569 -0.6884 -5.0671 0.24
H -2.1283 3.9516 -5.5138 0.11
H -3.7789 4.8799 -4.2671 0.09
H -0.4656 4.3440 -1.9610 0.49
H 0.7724 3.1154 -1.6332 0.14
H 1.5880 3.3677 -3.5819 0.26
H 0.7338 4.7153 -3.7624 0.28
H 1.5067 0.4770 -4.3910 0.32
C 0.4300 -3.9636 -2.1229 -0.89
O 1.0271 -2.9732 -2.9487 -0.12
C 2.4486 -2.9738 -2.8630 -0.43
C 3.0772 -3.7023 -4.0429 -0.65
O 2.7616 -5.0896 -4.0276 -0.41
C 1.7058 -5.4157 -4.9214 -0.78
H -0.6042 -4.0947 -2.4426 0.23
H 0.9417 -4.9259 -2.1992 0.42
H 0.4362 -3.6270 -1.0816 0.26
H 2.7804 -3.4055 -1.9135 0.36
H 2.7706 -1.9275 -2.8859 0.31
H 4.1660 -3.6225 -3.9651 0.43
H 2.7743 -3.2462 -4.9913 0.30
H 2.0833 -5.4396 -5.9484 0.38
H 0.8771 -4.7087 -4.8522 0.28
H 1.3372 -6.4081 -4.6615 0.30
C -0.4814 -4.4454 -7.9078 -0.88
O -0.5321 -5.7678 -7.3941 -0.27
C -1.8624 -6.1946 -7.1177 -0.48
C -2.4066 -7.0806 -8.2298 -0.56
O -2.5567 -6.3573 -9.4472 -0.38
C -1.4877 -6.5893 -10.3530 -0.69
H 0.5026 -4.2912 -8.3521 0.26
H -1.2399 -4.2743 -8.6752 0.47
H -0.6163 -3.7263 -7.0931 0.28
H -2.5177 -5.3351 -6.9446 0.35
H -1.8246 -6.7784 -6.1929 0.36
H -3.4027 -7.4313 -7.9429 0.38
H -1.7712 -7.9596 -8.3767 0.33
H -1.6152 -7.5647 -10.8335 0.33
H -0.5151 -6.5488 -9.8592 0.28
H -1.5206 -5.8147 -11.1196 0.25
C 2.0143 -0.7880 4.7272 -0.97
O 2.1081 0.6130 4.5095 -0.03
C 0.8355 1.2524 4.5173 -0.34
C 0.5574 1.9273 5.8531 -0.76
O 0.4342 0.9737 6.9040 -0.31
C 1.6199 0.8651 7.6783 -0.78
H 3.0067 -1.1593 4.9868 0.25
H 1.3286 -1.0312 5.5420 0.41
H 1.6821 -1.2840 3.8092 0.26
H 0.0429 0.5409 4.2639 0.33
H 0.8593 2.0191 3.7367 0.34
H -0.4000 2.4539 5.7871 0.35
H 1.3303 2.6658 6.0880 0.36
H 1.6940 1.7173 8.3623 0.31
H 2.5145 0.8172 7.0548 0.34
H 1.5567 -0.0511 8.2664 0.24
C -3.3003 4.8632 8.1424 -0.72
O -2.0900 5.1102 8.8423 -0.39
C -2.2015 4.8481 10.2374 -0.48
C -1.6147 3.4903 10.5982 -0.39
O -2.3634 2.4274 10.0194 -0.42
C -1.7554 1.9134 8.8417 -0.79
H -3.0717 4.8093 7.0775 0.23
H -3.7648 3.9221 8.4461 0.32
H -4.0002 5.6876 8.3108 0.33
H -3.2432 4.9244 10.5648 0.31
H -1.6300 5.6246 10.7548 0.37
H -1.6676 3.3625 11.6839 0.41
H -0.5619 3.4282 10.3041 0.20
H -0.9142 1.2695 9.1119 0.34
H -1.4100 2.7070 8.1770 0.33
H -2.4971 1.3153 8.3117 0.31
C 8.0387 0.5891 3.6252 -0.72
O 6.8476 0.6898 4.3904 -0.39
C 5.9356 1.6470 3.8597 -0.71
C 4.8325 0.9782 3.0517 0.36
O 5.3500 0.3539 1.8781 -0.46
C 5.5125 -1.0468 2.0359 -0.74
H 8.5487 -0.3316 3.9105 0.25
H 7.8350 0.5554 2.5522 0.32
H 8.6939 1.4375 3.8466 0.32
H 6.4636 2.3950 3.2592 0.35
H 5.4810 2.1614 4.7116 0.38
H 4.1267 1.7450 2.7194 0.28
H 4.2818 0.2600 3.6610 -0.11
H 4.5391 -1.5432 1.9581 0.27
H 5.9779 -1.3011 2.9901 0.34
H 6.1537 -1.4057 1.2301 0.28
```

***

Density functional theory data (the ωB97M-V functional and the def2-TZVPD basis) for the ion C5H9N2O2S with charge +1.

The highest occupied orbital energy comes out at -12.9 eV. Its total energy is -853.773892 Eh. The LUMO energy comes out at -0.1602 hartree. Its HOMO-LUMO gap is 8.5591 eV. The charge is +1. The energy above the lowest of the compared OMol25 structures with the same formula, charge and spin is 164.7 kJ/mol.

```
19
Properties=species:S:1:pos:R:3:mulliken_charge:R:1
C 0.6547 1.1241 0.3383 -0.35
C 2.5279 -0.2070 0.3932 -0.13
C -0.1727 0.0276 0.4404 -0.31
C 0.3003 -1.3086 0.3982 0.28
C -2.4435 1.2701 -0.8837 -0.91
N 1.9889 0.9607 0.5094 0.00
N 1.7609 -1.2711 0.4844 -0.18
O -2.5044 -1.1198 0.3454 -0.57
O 0.0543 -1.7754 -0.8967 -0.52
S -2.0691 0.2147 0.6493 0.58
H 0.1557 2.0853 0.5279 0.39
H 3.5812 -0.3367 0.3316 0.40
H -0.1521 -2.0007 1.0968 0.38
H -3.3050 0.8198 -1.3704 0.36
H -1.4036 1.3674 -1.3504 0.33
H -2.8138 2.2429 -0.5391 0.35
H 2.5828 1.7017 0.4248 0.21
H 2.1461 -2.2131 0.2985 0.30
H -0.8885 -1.5821 -1.1977 0.39
```

***

Density functional theory data (the ωB97M-V functional and the def2-TZVPD basis) for a cluster of 2 separate species, C6H17NO in total.

The highest occupied orbital energy comes out at -8.4 eV. Its total energy is -368.760058 Eh. The LUMO energy comes out at 0.0342 hartree. Its HOMO-LUMO gap is 9.3615 eV. As for the structure (SMILES): CCCCN(C)C.O. The energy above the lowest of the compared OMol25 structures with the same formula, charge and spin is 107.1 kJ/mol.

```
25
Properties=species:S:1:pos:R:3:mulliken_charge:R:1
C 0.5685 0.9510 -0.1493 -0.54
C 0.6438 2.0726 -1.1932 -0.59
C 0.9365 1.6320 -2.6365 -1.06
C -0.5527 -0.0255 -0.4374 -0.83
N -0.8595 -0.8635 0.7434 0.36
C -2.1689 -0.6130 1.3392 -1.18
C -0.5017 -2.2369 0.6206 -1.31
H 0.3783 1.4587 0.8118 0.37
H 1.5715 0.5775 0.0834 0.28
H -0.3547 2.5296 -1.1926 0.28
H 1.2835 2.8602 -0.7911 0.43
H 1.8468 2.1015 -3.0091 0.31
H 0.9724 0.5552 -2.7764 0.32
H 0.1573 2.0195 -3.2977 0.26
H -1.4219 0.4906 -0.8362 0.41
H -0.1870 -0.7418 -1.1826 0.32
H -3.0341 -1.1318 0.9354 0.34
H -2.4192 0.4452 1.2391 0.37
H -2.0587 -0.8470 2.4017 0.35
H -0.9927 -2.8226 -0.1821 0.31
H -0.5971 -2.7664 1.5689 0.36
H 0.5583 -2.3232 0.3476 0.48
H 2.5476 -0.6873 2.9896 0.30
H 1.4484 -1.1690 2.0571 0.33
O 2.2353 -1.4656 2.5464 -0.67
```

***

Density functional theory data (the ωB97M-V functional and the def2-TZVPD basis) for a structure of composition C26H17BrCoF6N7O13S2.

The highest occupied orbital energy (spin up / spin down) comes out at -6.7 / -6.7 eV. Its total energy is -7714.766787 Eh. As for the expectation value of S²: 0.86. The LUMO energy (spin up / spin down) comes out at 0.0533 / 0.0533 hartree. The spin multiplicity is 2. Its HOMO-LUMO gap (spin up / spin down) is 8.1693 / 8.1424 eV. The charge is -1. The energy above the lowest of the compared OMol25 structures with the same formula, charge and spin is 79.4 kJ/mol.

```
73
Properties=species:S:1:pos:R:3:mulliken_spin:R:1
Co 0.1727 0.6812 1.0825 1.00
C -1.0454 -0.9665 3.7340 0.00
O -0.9363 -1.0069 2.3169 0.01
C -1.3849 -2.1167 1.6735 0.00
C -2.0930 -3.1332 2.2777 0.00
C -2.5124 -4.1971 1.4871 0.00
Br -3.4674 -5.6121 2.3170 0.00
C -2.2762 -4.2366 0.1392 0.00
C -1.5661 -3.2015 -0.4942 0.00
C -1.0839 -2.1654 0.3009 0.00
O -0.3695 -1.0891 -0.1387 0.01
C -1.4979 -3.2779 -1.9671 0.00
N -2.3284 -4.0478 -2.6297 0.00
C -2.0536 -3.8494 -3.9616 0.00
C -2.6450 -4.4062 -5.0957 0.00
C -2.1631 -4.0109 -6.3269 0.00
C -1.1136 -3.0866 -6.4443 0.00
C -0.5137 -2.5264 -5.3338 0.00
C -1.0067 -2.9215 -4.0948 0.00
N -0.6728 -2.5720 -2.8086 0.00
H -2.0879 -0.8548 4.0414 0.00
H -0.4776 -0.0988 4.0540 0.00
H -0.6152 -1.8631 4.1827 0.00
H -2.3373 -3.1042 3.3282 0.00
H -2.6468 -5.0447 -0.4716 0.00
H 0.1223 -1.1999 -0.9720 0.00
H -3.4512 -5.1206 -4.9949 0.00
H -2.5976 -4.4244 -7.2284 0.00
H -0.7661 -2.8088 -7.4310 0.00
H 0.3035 -1.8209 -5.4213 0.00
H 0.1052 -1.9662 -2.5954 0.00
O 3.0957 0.8228 3.9450 0.00
C 2.0028 1.0204 3.4394 0.00
O 1.5352 0.4043 2.4205 -0.03
C 1.0811 2.0426 4.1089 0.02
C 1.3896 2.4216 5.3868 0.00
C 0.5861 3.3325 6.0801 0.00
C -0.5115 3.8925 5.4649 0.00
C -0.8258 3.5551 4.1615 0.00
C -0.0603 2.5752 3.4251 -0.02
O -0.4043 2.2162 2.2558 0.01
N -1.9554 4.2466 3.5800 0.00
O -2.7336 4.8087 4.3365 0.00
O -2.0761 4.3092 2.3620 0.00
N 0.9128 3.7198 7.4331 0.00
O 1.9180 3.2476 7.9378 0.00
O 0.1655 4.4960 8.0123 0.00
H 2.2742 2.0030 5.8458 0.00
H -1.1214 4.6097 5.9908 0.00
F 2.7319 -1.1595 0.4173 0.00
C 3.3173 -0.8327 -0.7353 0.00
F 4.5055 -0.3102 -0.4984 0.00
F 3.4470 -1.9457 -1.4536 0.00
S 2.1703 0.3839 -1.5899 0.01
O 1.5743 1.1619 -0.5263 0.01
O 1.2605 -0.5243 -2.2775 0.00
N 2.9545 1.3406 -2.5129 0.00
S 3.5890 0.7926 -3.8795 0.00
O 4.3465 -0.4088 -3.7019 0.00
O 2.7126 0.8963 -5.0024 0.00
C 4.8271 2.1669 -4.0611 0.00
F 5.5586 2.2682 -2.9503 0.00
F 5.6447 1.9289 -5.0864 0.00
F 4.1959 3.3238 -4.2821 0.00
N -1.2696 2.9241 -0.0344 0.00
C -1.5073 3.5750 -1.1775 0.00
C -1.6086 2.6237 -2.1742 0.00
C -1.4258 1.4040 -1.5183 0.00
N -1.2369 1.6012 -0.2165 -0.01
H -1.2396 3.2697 0.9250 0.00
H -1.5684 4.6489 -1.2156 0.00
H -1.7789 2.7842 -3.2241 0.00
H -1.4675 0.4126 -1.9352 0.00
```